[1]
18
Properties=species:S:1:pos:R:3:forces:R:3 method="wB97M-V/def2-TZVPD" de_lowest_ev=5.705 fmax_ev_per_a=5.1 homo_ev=-7.968 energy_ev=-9906.5365 gap_ev=8.34
C -0.764978 -0.976176 -0.326330 1.682 -0.832 0.538
C -0.592422 1.186524 -0.248069 2.468 4.476 0.078
C 1.213709 0.497275 1.143410 -0.265 -0.426 0.066
C -0.001629 -1.796372 -1.322964 -0.032 -0.116 0.004
N 0.600344 0.580682 -0.162490 -1.976 -3.606 -0.558
O 0.340387 2.823716 -0.384231 -1.383 -0.359 -0.008
O -0.795867 -1.576649 0.914489 -0.007 0.259 -0.262
H 0.697941 3.118326 0.466368 -0.409 -0.171 -0.025
H -1.425321 -1.113596 1.482039 0.046 -0.099 -0.041
H -1.774991 -0.745664 -0.673740 0.235 0.704 0.063
H -1.200737 1.394659 0.635362 -0.152 -0.130 -0.046
H -1.045102 1.282704 -1.229472 -0.039 -0.153 0.177
H 0.612088 0.916951 1.958357 -0.042 0.080 -0.052
H 2.179912 1.000835 1.111284 -0.096 0.046 -0.120
H 1.399423 -0.560033 1.368033 0.040 0.123 0.017
H 0.990142 -2.044525 -0.945260 -0.059 0.090 0.003
H -0.534383 -2.733437 -1.522649 -0.033 0.080 0.045
H 0.101484 -1.255220 -2.264137 0.023 0.034 0.121

***

[2]
86
Properties=species:S:1:pos:R:3:forces:R:3 method="wB97M-V/def2-TZVPD" de_lowest_ev=0.233 fmax_ev_per_a=3.2 homo_ev=-7.740 energy_ev=-105713.1977 gap_ev=7.79
Rb 2.382399 -0.157686 -1.586915 0.022 0.267 0.062
C 5.018830 -2.267370 3.284926 -1.566 -0.767 0.304
C 5.088295 -0.821916 3.005006 1.080 -1.105 1.193
N 5.655083 0.098333 3.739219 -1.403 -0.396 -1.626
N 5.323877 1.230821 3.015448 0.360 1.348 0.826
C 4.599440 1.018473 1.879333 0.938 1.187 -0.573
S 4.171970 2.117180 0.627223 0.172 -0.867 1.165
N 4.496129 -0.345778 1.882109 -0.020 0.624 -0.102
N 3.933512 -1.101071 0.871367 -0.108 -0.561 -0.377
H 5.556697 -2.553638 4.170894 0.675 0.115 0.132
H 5.320895 -2.888119 2.410153 -0.323 0.374 0.741
H 3.939843 -2.475406 3.601083 1.143 0.046 -0.871
H 5.641967 2.107947 3.474658 -0.762 -0.835 -1.264
H 4.614746 -1.744056 0.433442 -0.286 0.643 0.530
H 3.182430 -1.664711 1.259977 -0.099 0.011 -0.014
O 0.976232 1.045150 -3.836849 -0.968 -0.826 -0.310
S -0.078524 0.008739 -3.928267 0.865 0.359 1.475
O -0.138939 -0.774681 -5.120048 -0.073 -0.164 -0.805
O 0.013211 -0.862615 -2.701077 -0.538 1.022 -0.972
C -1.653766 0.898969 -3.819643 0.134 -0.372 0.062
C -2.725693 0.533411 -4.622695 0.958 -1.438 -0.081
C -3.988901 0.987286 -4.358027 -1.146 0.080 -0.897
C -4.212922 1.942657 -3.421643 0.603 0.861 1.794
C -3.111852 2.386943 -2.645617 -1.663 -0.027 -1.006
C -1.853987 1.853573 -2.826749 0.757 0.656 1.033
P -0.498124 2.300210 -1.610307 0.951 0.059 -1.038
C -1.381370 3.050490 -0.227262 -0.299 0.069 -0.118
C -1.078083 4.308903 0.283071 -0.488 -0.665 -0.559
C -1.735982 4.713862 1.421511 0.824 1.134 0.530
C -2.682278 3.953815 2.025646 -1.409 -0.697 0.889
C -3.014456 2.700801 1.500481 -1.043 -0.571 0.325
C -2.341245 2.230238 0.401779 0.825 0.216 -0.715
C 0.379697 3.772968 -2.378344 -0.614 -1.122 -0.017
C -0.031254 4.398056 -3.546517 -0.940 -1.681 -0.245
C 0.677026 5.457087 -4.049014 -1.923 0.669 -2.434
C 1.736078 5.954302 -3.388959 2.017 0.081 1.748
C 2.193335 5.324456 -2.192121 0.037 0.646 -0.332
C 1.547110 4.176229 -1.734026 -0.649 1.393 -0.834
H -2.618540 -0.269184 -5.350559 0.318 0.288 0.041
H -4.842826 0.618316 -4.911101 0.122 -0.171 -0.204
H -5.223777 2.288730 -3.173785 0.477 -0.021 -0.263
H -3.341516 3.151058 -1.926688 0.347 0.147 0.374
H -0.433053 4.986652 -0.248014 0.318 -0.007 0.039
H -1.465557 5.648126 1.894604 -0.063 0.236 -0.173
H -3.217655 4.361476 2.895846 0.297 -0.379 -0.391
H -3.851901 2.085972 1.891280 0.740 0.583 0.043
H -2.511708 1.256098 -0.074566 -0.251 0.296 0.526
H -0.840220 3.934983 -4.153776 0.417 0.608 0.687
H 0.287341 5.934151 -5.003632 0.778 -0.604 1.235
H 2.271271 6.789324 -3.818792 0.089 0.158 0.268
H 3.002834 5.802001 -1.605868 -0.387 -0.587 -0.558
H 1.802971 3.658170 -0.847892 0.674 -0.286 0.867
N -0.694038 -3.274643 -1.762080 0.863 0.096 0.215
C -0.021543 -4.105192 -0.955824 0.969 2.422 -0.340
S 1.511853 -3.653843 -0.314247 -0.177 -0.096 -0.188
N -0.541336 -5.258690 -0.591371 -1.119 -1.942 -0.032
C -1.801673 -5.770405 -1.060614 0.292 -0.505 0.659
C -2.951516 -5.031221 -0.871297 -0.459 0.138 -0.221
C -4.167906 -5.560699 -1.358335 2.328 -0.549 0.388
C -4.277069 -6.843326 -1.866787 -0.105 0.401 -0.279
C -3.120985 -7.616441 -1.884013 0.158 -0.552 -0.955
C -1.894470 -7.077769 -1.574072 0.279 0.996 0.820
H -0.257700 -2.376300 -2.103432 -0.589 -0.873 0.253
H -1.599076 -3.524648 -2.118556 -0.012 -0.067 -0.151
H 0.046465 -5.867276 -0.028468 -0.149 0.340 -0.263
H -2.888069 -4.028630 -0.384783 -0.246 -0.975 -0.527
H -4.941150 -4.897553 -1.328073 -2.413 1.347 0.027
H -5.213125 -7.170611 -2.349301 0.561 0.003 0.612
H -3.106917 -8.623280 -2.295601 -0.296 0.110 0.131
H -0.983688 -7.640896 -1.665653 0.159 -0.285 -0.108
C 0.783421 -0.413808 7.020485 -1.071 -0.773 1.453
O 0.474888 0.182044 5.775859 -0.815 -0.831 0.455
P 1.542309 0.367039 4.598113 1.321 0.122 -1.343
O 0.481951 1.180747 3.701106 -0.681 -0.064 0.548
C 0.684289 1.516533 2.335711 1.600 -0.359 0.972
O 1.716664 -1.011835 3.662975 0.358 0.205 0.738
C 0.638176 -1.795160 3.140295 0.845 1.945 -0.916
H 1.520118 -1.229146 6.986168 0.133 0.538 -0.200
H -0.130868 -0.896278 7.467287 0.508 0.344 -0.975
H 1.000210 0.326394 7.803223 0.587 0.048 -0.551
H 0.402323 0.695927 1.709478 0.039 -0.621 -0.540
H 1.738681 1.814856 2.201352 -0.442 -0.095 -0.401
H 0.034704 2.316364 2.151434 -0.799 1.286 -0.443
H 0.880432 -2.153751 2.143869 -0.037 -0.015 -0.039
H -0.224923 -1.189783 3.165548 -1.257 0.800 -0.602
H 0.420480 -2.548443 3.789303 -0.249 -2.568 1.691

***

[3]
18
Properties=species:S:1:pos:R:3:forces:R:3 method="wB97M-V/def2-TZVPD" de_lowest_ev=3.446 fmax_ev_per_a=2.4 homo_ev=-8.763 smiles=C[C@@H]1C[C@]2(Cl)C[C@@H]2N1 energy_ev=-20393.0245 gap_ev=9.62
C -2.475677 0.471244 -0.109310 -0.919 1.401 -1.079
C -1.419702 -0.568228 0.100459 -0.704 -0.875 2.169
C -0.413892 -0.245223 1.348248 0.632 -1.023 -0.011
C 0.866328 -0.094712 0.543920 0.029 -0.189 0.766
Cl 0.858113 1.493281 -0.207092 0.124 0.807 -0.256
C 2.044713 -0.844402 0.012408 1.416 1.055 -0.588
C 0.637528 -1.198241 -0.452842 1.040 -1.188 0.795
N -0.545949 -0.757167 -1.081690 0.006 0.053 -0.479
H -3.085711 0.684071 0.767710 0.046 -0.389 0.229
H -2.051869 1.460600 -0.386347 0.104 -0.690 0.123
H -3.193757 0.245044 -0.935199 0.581 -0.190 0.554
H -1.891171 -1.531328 0.512789 0.345 0.918 -1.195
H -0.297244 -1.158949 1.986433 -0.341 0.770 -0.465
H -0.660900 0.596621 1.999982 -0.181 0.016 -0.370
H 2.881504 -0.260301 -0.451425 -1.232 -0.308 0.200
H 2.458479 -1.647565 0.582465 0.036 -0.581 0.210
H 0.503194 -2.161425 0.103273 -0.334 0.643 -0.338
H -0.864596 -1.434999 -1.744578 -0.648 -0.229 -0.266

***

[4]
61
Properties=species:S:1:pos:R:3:forces:R:3 method="wB97M-V/def2-TZVPD" de_lowest_ev=0.065 fmax_ev_per_a=0.4 charge=+2 homo_ev="-13.617 / -14.592" spin_multiplicity=5 energy_ev=-111992.2438 gap_ev="8.53 / 6.25"
Ir -0.635622 0.758844 1.412013 -0.164 0.128 -0.375
C 5.428558 0.652888 1.635897 0.003 0.033 -0.001
C 4.501454 1.656197 1.380911 -0.009 -0.021 -0.007
C 3.237079 1.324181 0.922656 0.035 0.013 0.079
C 2.910123 -0.014076 0.709828 0.059 -0.007 -0.031
C 3.829333 -1.021749 0.977593 0.088 0.060 0.003
C 5.092646 -0.678040 1.441456 -0.016 -0.037 -0.006
As 1.157456 -0.443062 0.088264 -0.202 -0.083 0.222
C 0.954967 0.114939 -1.738521 0.025 -0.008 -0.017
C 1.700612 1.169339 -2.254759 0.035 0.022 -0.052
C 1.469295 1.595904 -3.556682 -0.015 -0.011 0.017
C 0.496987 0.976802 -4.331121 0.004 0.012 -0.019
C -0.245461 -0.075644 -3.810846 -0.004 -0.023 0.030
C -0.021207 -0.508053 -2.511631 -0.030 0.075 -0.073
C 0.919419 -2.338593 0.107043 0.166 -0.032 -0.107
C 1.544718 -3.106956 -0.873889 -0.069 -0.055 -0.032
C 1.407798 -4.486736 -0.849588 0.002 0.018 -0.003
C 0.659302 -5.094729 0.150409 0.005 -0.011 0.005
C 0.048596 -4.328519 1.133073 0.015 0.024 -0.010
C 0.177526 -2.945908 1.112809 0.000 -0.067 0.088
H 6.415207 0.912164 1.995081 -0.001 -0.002 0.007
H 4.762477 2.692494 1.547161 0.005 0.002 -0.004
H 2.510868 2.112690 0.749490 -0.022 -0.020 -0.029
H 3.576703 -2.063759 0.833285 -0.035 -0.012 -0.018
H 5.814857 -1.454742 1.653164 -0.004 -0.004 -0.007
H 2.484608 1.638590 -1.673286 -0.004 -0.027 0.038
H 2.065893 2.397038 -3.972756 0.005 -0.001 -0.002
H 0.332408 1.300344 -5.350281 -0.006 0.003 0.001
H -0.986647 -0.571686 -4.423517 -0.002 0.001 -0.005
H -0.589512 -1.343323 -2.118875 0.049 0.000 0.021
H 2.129300 -2.639806 -1.657840 -0.006 0.022 0.007
H 1.888550 -5.087827 -1.609432 0.003 0.000 0.002
H 0.560333 -6.171745 0.167963 -0.004 0.000 0.001
H -0.516779 -4.808267 1.921405 0.001 0.003 0.000
H -0.282927 -2.356574 1.898617 0.014 0.051 -0.018
O -1.138168 -0.270494 5.501670 -0.004 0.026 -0.052
C -0.988875 0.104598 4.417861 0.055 0.002 0.042
N -0.840494 0.492777 3.276630 0.039 -0.151 0.373
C -3.493118 -0.871437 -1.241066 -0.055 -0.028 -0.078
Sb -3.013292 -0.507727 0.779616 0.252 0.077 0.079
C -4.578563 0.721658 1.476779 -0.128 -0.020 -0.017
C -3.357072 -2.354514 1.731260 -0.043 -0.099 0.037
H -4.534249 -1.189527 -1.280608 0.005 -0.005 -0.043
H -2.853013 -1.659034 -1.631683 -0.031 -0.018 0.005
H -3.358870 0.035359 -1.825917 0.007 0.006 0.000
H -5.501188 0.142922 1.457035 -0.024 0.042 0.015
H -4.682086 1.589652 0.829311 0.012 0.008 0.003
H -4.371968 1.044034 2.494728 0.003 -0.008 0.007
H -4.394005 -2.636774 1.553285 0.002 -0.012 0.019
H -3.184280 -2.261437 2.801724 -0.002 0.007 -0.001
H -2.694264 -3.109677 1.315113 -0.009 0.006 -0.009
C -1.077623 4.787661 1.021147 -0.128 0.042 -0.004
S -0.409185 3.694620 -0.210156 0.248 -0.149 0.068
C -1.302185 4.212922 -1.649483 -0.067 0.033 -0.049
O -1.059364 2.310623 0.099536 -0.082 0.213 -0.103
H -2.152421 4.626727 1.097755 0.007 0.020 0.002
H -0.861022 5.810612 0.711703 0.028 0.001 0.018
H -0.577532 4.579520 1.964950 -0.006 -0.016 0.001
H -0.985787 5.229574 -1.885230 0.006 -0.005 -0.011
H -2.372303 4.172543 -1.452247 0.005 -0.007 -0.008
H -1.018003 3.542202 -2.458777 -0.011 -0.012 0.000

***

[5]
86
Properties=species:S:1:pos:R:3:forces:R:3 method="wB97M-V/def2-TZVPD" fmax_ev_per_a=5.7 charge=+2 homo_ev=-13.115 energy_ev=-142244.8766 gap_ev=5.00
Ir 0.155363 0.213319 0.249171 4.100 -3.919 -0.775
C 1.730455 1.590630 4.309088 -0.515 0.126 0.147
C 1.542427 0.983030 2.969120 0.234 0.185 -0.130
O 0.455215 0.899918 2.420049 -0.905 0.146 0.231
C 2.776601 0.404391 2.289547 -0.151 0.110 -0.595
C 2.506409 -1.064388 2.235655 -0.307 -0.875 -0.398
C 3.012918 -2.014193 3.261861 0.113 -0.224 -0.083
N 1.733743 -1.442505 1.280873 -0.934 3.244 -0.473
N 1.449992 -2.675775 0.981810 0.120 -1.751 -0.058
C 0.186574 -2.900100 0.595384 1.780 0.679 0.698
O -0.666997 -1.991265 0.655895 -1.213 0.967 -0.259
C -0.090407 -4.248161 0.090369 -0.426 -0.391 -0.207
C 0.958943 -5.047318 -0.365669 -0.164 0.167 0.049
C 0.689680 -6.276063 -0.938828 -0.144 -0.076 0.035
C -0.621225 -6.728335 -1.025487 0.028 0.077 -0.094
C -1.671441 -5.933804 -0.582378 0.026 -0.075 0.197
C -1.410903 -4.691377 -0.029720 0.372 0.016 0.244
H 0.798991 2.014034 4.673887 -0.061 -0.019 0.015
H 2.494860 2.365952 4.272296 0.123 0.022 -0.101
H 2.080971 0.837831 5.014690 0.091 -0.149 0.030
H 3.673081 0.613811 2.870509 -0.075 -0.011 0.006
H 3.691694 -1.540089 3.963047 0.098 0.032 0.048
H 3.517870 -2.840814 2.756860 0.038 -0.019 0.101
H 2.176738 -2.455542 3.811165 0.023 0.016 -0.034
H 1.970452 -4.684380 -0.269544 0.084 -0.011 -0.018
H 1.498758 -6.887079 -1.307307 0.066 -0.084 -0.008
H -0.823861 -7.702286 -1.443118 -0.033 -0.087 -0.068
H -2.686866 -6.295132 -0.648928 -0.078 -0.032 -0.010
H -2.201088 -4.055801 0.341624 -0.140 0.054 -0.028
C -0.566548 2.991819 -1.978046 -0.484 -0.882 -0.379
N -0.242944 4.171654 -1.172145 -0.193 0.263 0.178
C 0.492575 5.169735 -1.960692 0.369 0.581 -0.346
C 0.396596 3.799006 0.116512 0.129 -0.200 0.681
C 1.662414 2.975697 0.122902 0.581 1.597 -0.469
C 2.856230 3.728975 0.150440 -0.942 -1.128 0.249
C 4.093419 3.149454 0.437952 0.998 -0.221 0.043
C 4.168219 1.840419 0.769919 -0.565 0.036 -0.012
C 2.962006 0.969559 0.800569 0.372 0.783 -0.279
C 1.702736 1.609651 0.286567 -1.843 -1.570 0.000
H -1.248645 3.245734 -2.784976 0.034 0.168 0.021
H -1.045920 2.251252 -1.344969 0.019 0.215 0.044
H 0.334025 2.559126 -2.406863 0.116 0.081 0.065
H -1.134146 4.593449 -0.872465 -0.043 -0.137 0.124
H 1.436961 4.749653 -2.303426 -0.026 -0.077 0.041
H 0.678367 6.068730 -1.375353 -0.044 -0.080 0.116
H -0.095703 5.450210 -2.833396 -0.029 -0.117 0.057
H -0.339163 3.252647 0.696413 -0.201 0.055 -0.102
H 0.610025 4.730135 0.647750 -0.160 -0.039 -0.091
H 2.799407 4.791060 -0.016464 0.030 0.281 -0.066
H 4.980469 3.761381 0.425566 0.143 0.071 -0.008
H 5.104248 1.375229 1.031680 0.253 0.004 0.104
H 3.203999 0.072505 0.211748 -0.165 0.154 0.097
C -5.315815 -0.906508 0.012961 -0.339 0.040 0.367
N -4.042825 -0.544814 -0.546882 0.412 -0.079 0.142
C -3.829807 -0.185384 -1.922180 0.196 0.226 -0.387
C -2.356286 0.229377 -1.921123 -0.607 0.088 0.014
O -1.714918 0.598540 -2.873424 0.149 0.108 -0.238
N -1.920899 0.129395 -0.631183 1.552 1.096 0.862
C -2.926245 -0.319351 0.146110 -0.263 -0.090 -0.011
N -2.795708 -0.568105 1.435338 -0.221 -0.085 0.029
H -5.994037 -1.168257 -0.793810 0.002 -0.065 -0.003
H -5.751404 -0.077724 0.577969 0.017 -0.022 -0.034
H -5.204904 -1.768511 0.671554 -0.079 -0.066 -0.027
H -4.463234 0.654496 -2.229301 0.127 -0.066 0.008
H -3.987400 -1.024704 -2.606394 -0.016 0.069 0.058
H -1.943441 -0.290923 1.896817 -0.271 -0.042 0.014
H -3.604204 -0.721485 2.013459 -0.030 0.115 -0.031
F -1.684617 1.935072 1.300291 -0.983 1.023 0.496
Sb -3.292339 3.110565 1.672532 1.267 -1.229 -1.216
F -3.754110 2.549666 -0.115814 -0.038 0.343 0.634
F -4.261027 1.587334 2.282378 0.219 0.711 0.049
F -4.677036 4.329492 1.861409 0.081 -0.176 0.171
F -2.390270 3.348852 3.312991 -0.522 0.243 -0.349
F -2.232344 4.485342 0.785150 -0.218 -0.252 0.320
Se -1.385175 -3.455277 -2.921518 0.549 0.500 0.105
N 0.193634 -3.571061 -3.607283 0.855 -0.687 -0.973
C 0.951510 -2.578534 -3.159122 -0.750 0.129 0.482
C 2.282676 -2.319211 -3.507458 0.182 0.273 0.076
C 2.835687 -1.167911 -3.003314 -0.001 -0.463 -0.347
C 2.112701 -0.357452 -2.123864 -0.491 0.128 0.278
N 0.893218 -0.629610 -1.671442 -0.247 1.140 1.519
C 0.276215 -1.699048 -2.221009 -1.004 -1.459 -0.723
N -0.979214 -2.042923 -1.982227 -0.205 0.451 0.165
H 2.818381 -2.990328 -4.159647 0.079 -0.036 -0.093
H 3.842968 -0.889686 -3.265858 0.074 0.141 -0.023
H 2.562701 0.563087 -1.787247 0.026 0.038 0.135